The following is a quantum chemistry calculation of a structure of composition C10H23ClN3O2Zr, from the OMol25 dataset.

Values from the calculation:
Net charge: +3

Geometry (Å):
Zr: 1.233 1.052 -3.893
Cl: 0.047 0.472 -2.401
C: -1.562 -2.645 -3.137
O: -1.135 -3.784 -3.472
N: -2.771 -2.196 -3.221
N: -0.834 -1.696 -2.591
H: -2.768 -1.186 -3.227
H: -3.459 -2.855 -3.555
H: 0.118 -1.842 -2.286
H: -1.103 -0.734 -2.440
C: -1.615 -1.197 0.175
C: -0.725 -0.232 1.060
C: 0.263 -1.204 1.756
C: 1.446 -0.516 2.385
C: 2.296 0.281 1.338
C: 1.336 1.328 0.627
N: 0.053 0.780 0.219
O: -0.604 1.655 -0.551
C: 1.084 2.533 1.578
C: 2.140 1.800 -0.551
C: -1.561 0.643 2.063
H: -2.137 -0.610 -0.580
H: -1.116 -1.977 -0.401
H: -2.352 -1.697 0.804
H: -0.232 -1.806 2.518
H: 0.683 -1.828 0.967
H: 1.188 0.143 3.213
H: 1.944 -1.378 2.829
H: 2.801 -0.408 0.662
H: 3.124 0.850 1.761
H: 0.359 3.200 1.110
H: 1.932 3.078 1.992
H: 0.591 2.256 2.510
H: 1.722 2.665 -1.066
H: 2.268 1.066 -1.346
H: 3.195 2.020 -0.388
H: -2.626 0.495 1.887
H: -1.459 0.327 3.101
H: -1.411 1.721 1.999
H: -0.352 1.427 -1.448

Löwdin charges in e: number 1, Zr, carries 1.58; number 2, Cl, carries 0.73; number 3, C, carries -0.68; number 4, O, carries 0.10; number 5, N, carries 0.22; number 6, N, carries -0.01; number 7, H, carries 0.12; number 8, H, carries 0.16; number 9, H, carries 0.10; number 10, H, carries -0.09; number 11, C, carries 0.01; number 12, C, carries -0.34; number 13, C, carries -0.12; number 14, C, carries -0.14; number 15, C, carries -0.06; number 16, C, carries -0.43; number 17, N, carries 0.03; number 18, O, carries 0.02; number 19, C, carries 0.05; number 20, C, carries -0.06; number 21, C, carries 0.05; number 22, H, carries 0.07; number 23, H, carries 0.08; number 24, H, carries 0.13; number 25, H, carries 0.16; number 26, H, carries 0.13; number 27, H, carries 0.12; number 28, H, carries 0.14; number 29, H, carries 0.13; number 30, H, carries 0.14; number 31, H, carries 0.11; number 32, H, carries 0.13; number 33, H, carries 0.10; number 34, H, carries 0.10; number 35, H, carries 0.01; number 36, H, carries 0.13; number 37, H, carries 0.11; number 38, H, carries 0.12; number 39, H, carries 0.09; number 40, H, carries -0.21

=====

The following is a quantum chemistry calculation of a structure of composition C10H23IrN6O2S, from the OMol25 dataset.

Values from the calculation:
Net charge: +2

Geometry (Å):
Ir: -1.932 0.260 -0.265
N: -1.245 -1.320 -1.526
C: 0.217 -1.454 -1.291
C: 0.804 -2.809 -1.661
C: 0.280 -3.974 -0.801
C: 1.381 -4.944 -0.382
N: 2.323 -4.251 0.493
C: 3.423 -4.793 0.995
N: 3.725 -6.066 0.751
N: 4.237 -4.048 1.746
C: 0.516 -1.069 0.158
O: 1.472 -1.497 0.762
O: -0.307 -0.187 0.698
H: -1.724 -2.185 -1.283
H: -1.420 -1.166 -2.516
H: 0.695 -0.674 -1.891
H: 1.887 -2.717 -1.558
H: 0.622 -2.999 -2.719
H: -0.474 -4.546 -1.341
H: -0.202 -3.609 0.112
H: 1.900 -5.323 -1.267
H: 0.931 -5.786 0.149
H: 2.139 -3.268 0.688
H: 3.104 -6.658 0.228
H: 4.546 -6.495 1.143
H: 4.018 -3.084 1.931
H: 5.052 -4.436 2.188
C: -2.105 1.430 -1.822
H: -3.209 1.195 -1.830
H: -1.665 1.105 -2.763
H: -1.979 2.496 -1.655
S: -2.792 1.783 1.237
C: -1.523 2.785 1.831
N: -0.229 2.516 1.879
C: 0.536 3.629 2.458
C: -0.579 4.531 3.022
N: -1.772 3.966 2.379
H: 0.149 1.634 1.573
H: 1.117 4.129 1.683
H: 1.210 3.272 3.232
H: -0.449 5.574 2.745
H: -0.664 4.457 4.106
H: -2.704 4.333 2.484

natural (NBO) charges in e: number 1, Ir, carries 0.84; number 2, N, carries -0.78; number 3, C, carries -0.17; number 4, C, carries -0.43; number 5, C, carries -0.42; number 6, C, carries -0.22; number 7, N, carries -0.58; number 8, C, carries 0.68; number 9, N, carries -0.76; number 10, N, carries -0.76; number 11, C, carries 0.79; number 12, O, carries -0.62; number 13, O, carries -0.65; number 14, H, carries 0.41; number 15, H, carries 0.41; number 16, H, carries 0.25; number 17, H, carries 0.24; number 18, H, carries 0.24; number 19, H, carries 0.24; number 20, H, carries 0.21; number 21, H, carries 0.21; number 22, H, carries 0.22; number 23, H, carries 0.45; number 24, H, carries 0.43; number 25, H, carries 0.43; number 26, H, carries 0.43; number 27, H, carries 0.43; number 28, C, carries -0.69; number 29, H, carries 0.22; number 30, H, carries 0.21; number 31, H, carries 0.24; number 32, S, carries -0.07; number 33, C, carries 0.36; number 34, N, carries -0.56; number 35, C, carries -0.23; number 36, C, carries -0.23; number 37, N, carries -0.55; number 38, H, carries 0.45; number 39, H, carries 0.22; number 40, H, carries 0.23; number 41, H, carries 0.24; number 42, H, carries 0.22; number 43, H, carries 0.44

=====

The following is a quantum chemistry calculation of a structure of composition C10H23O10V, from the OMol25 dataset.

Values from the calculation:
Spin multiplicity: 3

Geometry (Å):
V: -0.540 -0.142 0.416
O: 0.809 1.256 0.770
H: 1.497 1.877 0.576
O: -1.608 -1.623 -0.236
H: -2.481 -1.988 -0.350
C: -1.864 0.940 3.421
O: -1.416 0.290 2.286
H: -2.833 1.431 3.237
H: -2.048 0.286 4.281
H: -1.206 1.761 3.733
C: -0.855 -0.638 -3.938
O: 0.523 -0.255 -3.830
C: 0.975 0.039 -2.628
O: 0.355 -0.032 -1.602
O: 2.189 0.570 -2.822
C: 2.989 0.949 -1.709
H: -1.466 -0.168 -3.170
H: -0.950 -1.714 -3.780
H: -1.295 -0.467 -4.917
H: 4.059 1.018 -1.890
H: 2.882 0.154 -0.967
H: 2.627 1.869 -1.261
C: 2.812 -0.805 2.761
O: 2.757 -2.081 2.144
C: 1.837 -2.360 1.285
O: 0.880 -1.647 1.074
O: 2.001 -3.541 0.697
C: 3.107 -4.418 1.007
H: 3.648 -0.622 3.436
H: 1.928 -0.639 3.376
H: 2.918 -0.058 1.975
H: 3.105 -4.580 2.081
H: 4.000 -3.875 0.692
H: 3.025 -5.280 0.353
C: -3.640 2.109 -1.884
C: -2.841 2.021 -0.620
O: -1.878 1.283 -0.595
C: -3.103 2.988 0.533
H: -3.146 1.513 -2.646
H: -3.720 3.149 -2.203
H: -4.646 1.715 -1.729
H: -2.438 2.794 1.377
H: -4.093 2.901 0.982
H: -2.857 4.020 0.282

natural (NBO) charges in e: number 1, V, carries 1.55; number 2, O, carries -1.10; number 3, H, carries 0.46; number 4, O, carries -1.06; number 5, H, carries 0.47; number 6, C, carries -0.20; number 7, O, carries -0.85; number 8, H, carries 0.12; number 9, H, carries 0.14; number 10, H, carries 0.14; number 11, C, carries -0.27; number 12, O, carries -0.48; number 13, C, carries 1.03; number 14, O, carries -0.62; number 15, O, carries -0.49; number 16, C, carries -0.26; number 17, H, carries 0.21; number 18, H, carries 0.20; number 19, H, carries 0.20; number 20, H, carries 0.20; number 21, H, carries 0.19; number 22, H, carries 0.19; number 23, C, carries -0.26; number 24, O, carries -0.51; number 25, C, carries 1.04; number 26, O, carries -0.62; number 27, O, carries -0.49; number 28, C, carries -0.25; number 29, H, carries 0.20; number 30, H, carries 0.22; number 31, H, carries 0.21; number 32, H, carries 0.20; number 33, H, carries 0.19; number 34, H, carries 0.21; number 35, C, carries -0.71; number 36, C, carries 0.66; number 37, O, carries -0.54; number 38, C, carries -0.74; number 39, H, carries 0.23; number 40, H, carries 0.23; number 41, H, carries 0.24; number 42, H, carries 0.27; number 43, H, carries 0.24; number 44, H, carries 0.24

=====

The following is a quantum chemistry calculation of a cluster of 2 separate species, C10H24 in total, from the OMol25 dataset.

Values from the calculation:
SMILES: CCCCC.CCCCC

Geometry (Å):
C: 0.837 -3.270 4.559
C: 0.521 -3.955 3.218
C: -0.601 -3.306 2.321
C: -0.376 -1.854 2.058
C: -1.456 -1.233 1.178
H: 1.759 -3.748 4.930
H: 0.040 -3.414 5.307
H: 1.023 -2.188 4.447
H: 1.465 -3.867 2.647
H: 0.391 -5.021 3.490
H: -0.576 -3.875 1.371
H: -1.600 -3.453 2.775
H: -0.343 -1.284 3.006
H: 0.626 -1.790 1.592
H: -2.444 -1.140 1.658
H: -1.580 -1.760 0.217
H: -1.066 -0.221 0.976
C: -0.134 0.347 -1.563
C: 0.522 1.388 -2.520
C: 0.004 2.835 -2.401
C: 0.574 3.709 -3.585
C: 0.182 5.126 -3.430
H: 0.284 -0.617 -1.898
H: -1.234 0.300 -1.642
H: 0.136 0.500 -0.505
H: 1.623 1.275 -2.510
H: 0.159 1.064 -3.515
H: -1.097 2.754 -2.484
H: 0.234 3.314 -1.430
H: 1.678 3.629 -3.622
H: 0.173 3.273 -4.520
H: 0.580 5.475 -2.463
H: -0.913 5.257 -3.427
H: 0.609 5.750 -4.233

natural (NBO) charges in e: number 1, C, carries -0.61; number 2, C, carries -0.39; number 3, C, carries -0.39; number 4, C, carries -0.40; number 5, C, carries -0.60; number 6, H, carries 0.21; number 7, H, carries 0.20; number 8, H, carries 0.20; number 9, H, carries 0.19; number 10, H, carries 0.20; number 11, H, carries 0.20; number 12, H, carries 0.19; number 13, H, carries 0.20; number 14, H, carries 0.19; number 15, H, carries 0.21; number 16, H, carries 0.20; number 17, H, carries 0.21; number 18, C, carries -0.60; number 19, C, carries -0.39; number 20, C, carries -0.39; number 21, C, carries -0.39; number 22, C, carries -0.60; number 23, H, carries 0.21; number 24, H, carries 0.20; number 25, H, carries 0.20; number 26, H, carries 0.20; number 27, H, carries 0.19; number 28, H, carries 0.19; number 29, H, carries 0.19; number 30, H, carries 0.19; number 31, H, carries 0.19; number 32, H, carries 0.20; number 33, H, carries 0.20; number 34, H, carries 0.21

=====

The following is a quantum chemistry calculation of a structure of composition C10H24AgClN2O4, from the OMol25 dataset.

Geometry (Å):
Ag: 0.840 -0.619 -0.086
Cl: 2.382 -2.901 -0.566
C: 0.078 2.721 0.875
O: 1.056 1.959 0.184
C: 1.493 2.643 -1.003
C: 2.404 1.667 -1.761
O: 1.661 0.490 -1.973
C: 2.146 -0.390 -3.001
H: -0.926 2.667 0.445
H: 0.380 3.768 0.960
H: 0.046 2.267 1.866
H: 2.057 3.511 -0.656
H: 0.597 2.802 -1.609
H: 3.352 1.428 -1.271
H: 2.663 2.119 -2.730
H: 3.211 -0.593 -2.863
H: 2.026 0.186 -3.926
H: 1.627 -1.339 -2.959
C: -3.705 0.083 -1.195
C: -2.200 0.247 -1.242
O: -1.473 -0.479 -0.591
N: -1.677 1.183 -2.082
C: -2.430 2.368 -2.443
H: -3.883 -0.699 -0.456
H: -4.058 -0.380 -2.117
H: -4.221 0.981 -0.871
H: -0.705 1.138 -2.343
H: -1.966 3.057 -3.146
H: -2.660 2.992 -1.572
H: -3.373 2.056 -2.897
C: -0.595 -2.031 4.199
C: 0.207 -1.985 2.928
O: 0.086 -1.028 2.168
N: 1.070 -2.973 2.639
C: 1.315 -4.210 3.310
H: -0.256 -2.737 4.953
H: -1.627 -2.258 3.905
H: -0.726 -1.076 4.705
H: 1.623 -2.781 1.803
H: 2.382 -4.393 3.453
H: 0.978 -5.068 2.713
H: 0.802 -4.392 4.253

natural (NBO) charges in e: number 1, Ag, carries 0.86; number 2, Cl, carries -0.91; number 3, C, carries -0.25; number 4, O, carries -0.56; number 5, C, carries -0.08; number 6, C, carries -0.08; number 7, O, carries -0.60; number 8, C, carries -0.25; number 9, H, carries 0.17; number 10, H, carries 0.17; number 11, H, carries 0.21; number 12, H, carries 0.19; number 13, H, carries 0.17; number 14, H, carries 0.19; number 15, H, carries 0.17; number 16, H, carries 0.19; number 17, H, carries 0.16; number 18, H, carries 0.24; number 19, C, carries -0.73; number 20, C, carries 0.70; number 21, O, carries -0.64; number 22, N, carries -0.64; number 23, C, carries -0.42; number 24, H, carries 0.25; number 25, H, carries 0.24; number 26, H, carries 0.23; number 27, H, carries 0.42; number 28, H, carries 0.22; number 29, H, carries 0.19; number 30, H, carries 0.20; number 31, C, carries -0.72; number 32, C, carries 0.69; number 33, O, carries -0.71; number 34, N, carries -0.60; number 35, C, carries -0.42; number 36, H, carries 0.22; number 37, H, carries 0.24; number 38, H, carries 0.24; number 39, H, carries 0.45; number 40, H, carries 0.21; number 41, H, carries 0.20; number 42, H, carries 0.20

=====

no.,strongest force on any atom (eV Å⁻¹),total energy (eV)
1,8.9,-33066.811
2,0.2,-37441.267
3,2.9,-56904.933
4,2.2,-10759.046
5,2.2,-38451.260